--- A ---
Below is a molecular structure, C4H7N2, with properties calculated with ωB97M-V/def2-TZVPD.

Computed properties:
gap between HOMO and LUMO	0.4352	Eh
HOMO	-15.639	eV
multiplicity	1
charge	+1
LUMO energy	-3.8	eV

Geometry (Å):
C -1.70 -0.03 0.17
C -0.60 -1.07 -0.02
C 1.00 0.88 0.59
C -0.02 1.25 -0.41
N -1.33 1.17 -0.01
N 0.53 -0.17 -0.34
H -2.70 -0.41 0.41
H -0.46 -1.56 0.88
H -0.72 -1.94 -0.81
H 2.02 1.07 0.52
H 0.59 0.99 1.58
H 0.08 1.86 -1.70
H 1.01 -0.36 -1.22

These are the Mulliken partial charges, in e, on atoms 1 to 5: 0.040 -0.462 -0.430 0.049 -0.434

--- B ---
Below is a gas-phase ion, C4H7N2 (charge +1), with properties calculated with ωB97M-V/def2-TZVPD.

Computed properties:
gap between HOMO and LUMO	0.3453	Eh
HOMO	-14.492	eV
multiplicity	1
charge	+1
LUMO energy	-5.1	eV

Geometry (Å):
C -1.53 0.24 0.05
C 1.33 -0.34 0.62
C 0.74 0.69 -0.39
C 0.79 -0.74 -0.66
N -0.63 1.16 -0.19
N -1.17 -1.00 0.09
H -2.63 0.52 0.29
H 2.39 -0.35 1.00
H 0.69 -0.54 1.44
H 1.49 1.42 -0.77
H 0.89 -1.42 -1.46
H -0.77 2.16 -0.30
H -1.60 -1.82 0.28

These are the Mulliken partial charges, in e, on atoms 1 to 5: 0.146 -0.452 -0.275 -0.095 -0.106

Relative to the most stable one, in hartree, the structures come out at A 0.0036; B 0.0000.

--- A ---
Below is 2 unconnected molecules or ions with the total composition C4H7N2, with properties calculated with ωB97M-V/def2-TZVPD.

Computed properties:
gap between HOMO and LUMO	0.3647	Eh
HOMO	-15.356	eV
multiplicity	1
charge	+1
LUMO energy	-5.4	eV

Geometry (Å):
C -0.22 -0.99 0.09
C -0.83 0.85 -1.14
C -1.41 -0.06 -0.09
C 0.10 0.45 0.06
N 0.52 1.88 1.93
N 0.32 1.30 1.00
H -0.11 -1.58 1.04
H 0.18 -1.69 -0.66
H -0.40 0.23 -1.98
H -1.20 1.90 -1.28
H -2.29 0.17 0.44
H 2.41 -1.01 0.40
H 2.93 -1.47 0.19

These are the Mulliken partial charges, in e, on atoms 1 to 5: -0.694 -0.431 -0.156 0.503 -0.407

--- B ---
Below is a gas-phase ion, C4H7N2 (charge +1), with properties calculated with ωB97M-V/def2-TZVPD.

Computed properties:
gap between HOMO and LUMO	0.3968	Eh
HOMO	-14.648	eV
SMILES string	C#C[NH+]1CNC1
multiplicity	1
charge	+1
LUMO energy	-3.9	eV

Geometry (Å):
C 2.80 -0.17 -0.32
C 1.67 0.00 0.08
N 0.46 0.09 0.60
C -0.78 -1.00 0.23
N -1.46 0.03 -0.38
C -0.65 1.06 0.16
H 3.81 -0.05 -0.53
H 0.56 -0.05 1.63
H -1.18 -1.14 1.21
H -0.57 -1.80 -0.33
H -1.64 -0.20 -1.27
H -0.36 1.96 -0.36
H -1.23 1.31 1.08

These are the Mulliken partial charges, in e, on atoms 1 to 5: -0.222 -0.181 -0.103 -0.376 -0.255

--- C ---
Below is a gas-phase ion, C4H7N2 (charge +1), with properties calculated with ωB97M-V/def2-TZVPD.

Computed properties:
gap between HOMO and LUMO (alpha / beta)	0.3109 / 0.2811	Eh
HOMO (alpha / beta)	-15.436 / -15.266	eV
SMILES string	C[C@@H]1CC#[N+]N1
multiplicity	1
charge	+1
LUMO energy (alpha / beta)	-7.0 / -7.6	eV

Geometry (Å):
C -1.44 0.43 0.28
C -0.13 0.09 -0.42
C 0.61 -1.28 0.04
C 1.89 -0.69 -0.02
N 2.14 0.52 0.24
N 0.93 1.08 -0.05
H -1.33 0.55 1.43
H -2.30 -0.38 0.07
H -1.73 1.55 -0.08
H -0.51 -0.11 -1.49
H 0.58 -2.23 -0.54
H 0.40 -1.60 1.10
H 0.88 2.05 -0.57

These are the Mulliken partial charges, in e, on atoms 1 to 5: -1.220 0.168 -0.239 0.295 -0.359

--- D ---
Below is a gas-phase ion, C4H7N2 (charge +1), with properties calculated with ωB97M-V/def2-TZVPD.

Computed properties:
gap between HOMO and LUMO (alpha / beta)	0.2872 / 0.2871	Eh
HOMO (alpha / beta)	-14.177 / -14.176	eV
SMILES string	C=CN=[N+]1CC1
multiplicity	1
charge	+1
LUMO energy (alpha / beta)	-6.4 / -6.4	eV

Geometry (Å):
C -3.02 0.08 0.14
C -1.64 -0.08 -0.13
N -0.36 0.56 -0.03
N 0.88 0.27 -0.07
C 1.85 -0.77 0.18
C 2.17 0.66 -0.19
H -3.40 0.65 0.99
H -3.76 -0.51 -0.41
H -1.67 -0.79 -0.90
H 1.99 -1.46 -0.59
H 1.94 -1.04 1.20
H 2.35 1.19 0.76
H 2.66 1.24 -0.95

These are the Mulliken partial charges, in e, on atoms 1 to 5: -0.535 0.129 -0.422 0.484 -0.369

Relative to the most stable one, in hartree, the structures come out at A 0.0128; B 0.0000; C 0.0325; D 0.0482.

--- A ---
Below is a molecular structure, C3H9N, with properties calculated with ωB97M-V/def2-TZVPD.

Computed properties:
gap between HOMO and LUMO	0.3697	Eh
HOMO	-8.957	eV
multiplicity	1
LUMO energy	1.1	eV

Geometry (Å):
C 0.19 1.30 0.01
C 0.88 -0.87 -0.57
C -1.18 -0.35 0.35
H 1.42 1.55 -0.08
H -0.14 1.15 1.32
H -0.53 1.95 -0.75
H 1.80 -0.68 -1.09
H 0.50 -1.89 -0.65
H 1.24 -0.93 0.39
H -1.99 0.44 0.37
H -1.35 -1.31 0.00
H -0.73 -0.52 1.37
N -0.09 0.16 -0.67

These are the Mulliken partial charges, in e, on atoms 1 to 5: -0.680 -1.152 -1.095 0.264 0.184

--- B ---
Below is C3H9N in the gas phase, with properties calculated with ωB97M-V/def2-TZVPD.

Computed properties:
gap between HOMO and LUMO	0.3943	Eh
HOMO	-9.471	eV
SMILES string	CCCN
multiplicity	1
LUMO energy	1.3	eV

Geometry (Å):
C -1.78 0.06 -0.07
C -0.36 -0.51 0.01
C 0.80 0.49 0.02
N 2.07 -0.23 -0.20
H -2.59 -0.72 -0.03
H -1.95 0.53 -1.07
H -1.97 0.85 0.71
H -0.21 -1.15 -0.90
H -0.27 -1.13 0.87
H 0.69 1.12 0.95
H 0.62 1.21 -0.76
H 2.14 -0.95 0.53
H 2.81 0.42 -0.08

These are the Mulliken partial charges, in e, on atoms 1 to 5: -1.129 -0.324 -0.530 -0.572 0.310

Relative to the most stable one, in hartree, the structures come out at A 0.1386; B 0.0000.

--- A ---
Below is 2 unconnected molecules or ions with the total composition C3H8S, with properties calculated with ωB97M-V/def2-TZVPD.

Computed properties:
gap between HOMO and LUMO	0.3665	Eh
HOMO	-9.064	eV
SMILES string	C=C.CS
multiplicity	1
LUMO energy	0.9	eV

Geometry (Å):
C -2.91 -0.09 -0.03
C -2.28 -1.08 -0.69
H -3.04 -0.14 1.03
H -3.11 0.79 -0.63
H -2.29 -2.06 -0.24
H -1.87 -0.79 -1.65
C 2.49 0.20 0.72
S 2.93 1.88 0.10
H 3.16 -0.46 0.18
H 2.81 0.08 1.75
H 1.42 0.01 0.64
H 2.70 1.64 -1.20

These are the Mulliken partial charges, in e, on atoms 1 to 5: -0.481 -0.487 0.258 0.222 0.259

--- B ---
Below is 2 unconnected molecules or ions with the total composition C3H8S, with properties calculated with ωB97M-V/def2-TZVPD.

Computed properties:
gap between HOMO and LUMO (alpha / beta)	0.2214 / 0.2216	Eh
HOMO (alpha / beta)	-7.759 / -7.762	eV
multiplicity	1
LUMO energy (alpha / beta)	-1.7 / -1.7	eV

Geometry (Å):
C 1.14 1.33 1.70
C -1.13 -1.34 -2.37
C 0.01 0.43 1.46
S 0.29 -0.89 -1.33
H 1.73 0.97 2.60
H 1.86 1.28 0.87
H 0.94 2.39 1.70
H -2.05 -1.37 -1.67
H -1.06 -2.31 -2.78
H -1.10 -0.68 -3.33
H -1.01 0.83 1.57
H 0.39 -0.64 1.59

These are the Mulliken partial charges, in e, on atoms 1 to 5: -0.665 -0.694 -0.514 -0.274 0.274

--- C ---
Below is a molecular structure, C3H8S, with properties calculated with ωB97M-V/def2-TZVPD.

Computed properties:
gap between HOMO and LUMO	0.2461	Eh
HOMO	-9.283	eV
multiplicity	1
LUMO energy	-2.6	eV

Geometry (Å):
C -1.14 0.07 0.33
C 0.29 0.50 0.47
S -0.71 -2.80 0.39
C 1.10 0.35 -0.82
H -1.78 0.34 1.17
H -1.68 0.21 -0.60
H -1.14 -1.06 0.48
H 0.43 1.49 0.91
H 0.83 -0.14 1.17
H 1.06 -0.68 -1.19
H 2.10 0.74 -0.69
H 0.65 0.96 -1.61

These are the Mulliken partial charges, in e, on atoms 1 to 5: -0.580 -0.257 -0.180 -1.038 0.312

Relative to the most stable one, in hartree, the structures come out at A 0.0000; B 0.1021; C 0.0708.